(1)
{
  "formula": "C25H52B3O11P",
  "method": "wB97M-V/def2-TZVPD",
  "e_homo_ev": -9.19,
  "lumo_ev": -0.105,
  "energy_ha": -2227.486926,
  "gap_ev": 9.09,
  "smiles": "O=CCB1OB(CCCO)OB([PH2]=O)O1.C1CCOC1.C1CCOC1.C1CCOC1.C1CCOC1.C1CCOC1",
  "symbols": ["O", "C", "C", "B", "O", "B", "C", "C", "C", "O", "O", "B", "P", "O", "O", "H", "H", "H", "H", "H", "H", "H", "H", "H", "H", "H", "H", "C", "C", "C", "O", "C", "H", "H", "H", "H", "H", "H", "H", "H", "C", "C", "C", "O", "C", "H", "H", "H", "H", "H", "H", "H", "H", "C", "C", "C", "O", "C", "H", "H", "H", "H", "H", "H", "H", "H", "C", "C", "C", "O", "C", "H", "H", "H", "H", "H", "H", "H", "H", "C", "C", "C", "O", "C", "H", "H", "H", "H", "H", "H", "H", "H"],
  "coordinates": [[-1.264, 1.072, 1.672], [-1.145, 1.306, 2.856], [0.209, 1.402, 3.506], [1.231, 0.478, 2.756], [2.441, 0.925, 2.241], [3.517, 0.229, 2.814], [4.695, 0.995, 3.477], [4.164, 1.604, 4.805], [5.278, 1.833, 5.835], [5.116, 3.027, 6.593], [3.384, -1.167, 2.873], [2.115, -1.593, 3.194], [1.838, -3.109, 4.393], [2.471, -4.384, 3.949], [1.016, -0.911, 2.712], [-2.046, 1.443, 3.479], [0.125, 1.049, 4.545], [0.538, 2.446, 3.550], [5.027, 1.812, 2.829], [5.527, 0.318, 3.689], [3.391, 0.952, 5.242], [3.687, 2.569, 4.594], [5.342, 0.970, 6.514], [6.243, 1.926, 5.324], [4.200, 3.089, 6.888], [2.266, -2.704, 5.679], [0.440, -3.194, 4.562], [2.616, 3.370, -1.680], [2.183, 2.998, -0.263], [2.990, 3.979, 0.576], [3.146, 5.153, -0.218], [2.749, 4.883, -1.567], [1.918, 3.064, -2.456], [3.587, 2.923, -1.906], [1.113, 3.183, -0.140], [2.380, 1.963, -0.002], [3.982, 3.573, 0.812], [2.499, 4.250, 1.513], [1.792, 5.379, -1.760], [3.496, 5.301, -2.243], [1.280, -6.698, 1.748], [0.976, -7.579, 0.536], [-0.395, -8.138, 0.896], [-1.046, -7.131, 1.673], [-0.097, -6.135, 2.062], [2.014, -5.918, 1.561], [1.640, -7.305, 2.580], [0.908, -6.968, -0.367], [1.716, -8.360, 0.364], [-0.306, -9.050, 1.496], [-1.011, -8.360, 0.023], [-0.291, -5.225, 1.481], [-0.233, -5.905, 3.119], [0.523, 0.823, -6.231], [0.981, 2.005, -7.082], [1.266, 3.054, -6.015], [1.700, 2.338, -4.857], [1.439, 0.943, -5.020], [0.615, -0.140, -6.732], [-0.520, 0.960, -5.942], [1.897, 1.753, -7.621], [0.237, 2.335, -7.805], [0.362, 3.618, -5.766], [2.046, 3.760, -6.304], [2.388, 0.420, -5.183], [0.989, 0.560, -4.102], [-4.696, -0.209, -5.934], [-4.221, -0.626, -7.325], [-3.490, 0.628, -7.787], [-2.953, 1.233, -6.609], [-3.518, 0.624, -5.447], [-4.916, -1.048, -5.276], [-5.592, 0.410, -6.011], [-3.526, -1.465, -7.250], [-5.028, -0.912, -7.997], [-4.177, 1.334, -8.266], [-2.673, 0.418, -8.478], [-2.758, -0.007, -4.970], [-3.804, 1.407, -4.744], [-6.353, 0.200, 4.206], [-5.742, -0.359, 2.921], [-4.955, 0.840, 2.408], [-4.534, 1.564, 3.570], [-5.222, 1.079, 4.724], [-6.648, -0.567, 4.920], [-7.229, 0.807, 3.973], [-5.067, -1.186, 3.152], [-6.480, -0.713, 2.203], [-5.584, 1.494, 1.794], [-4.074, 0.565, 1.828], [-4.524, 0.499, 5.340], [-5.572, 1.930, 5.309]],
  "forces_ev_per_angstrom": [[0.1, 0.1, 0.5], [-0.3, -0.1, -0.6], [0.0, -0.2, 0.1], [0.1, -0.1, -1.1], [0.0, 0.0, 1.4], [-0.1, -0.1, -1.1], [0.0, 0.0, 0.0], [0.0, 0.0, -0.1], [0.0, 0.0, 0.1], [-0.1, -0.1, -0.1], [-0.2, 0.3, 1.1], [-0.1, 0.0, -0.9], [0.3, -0.9, -0.3], [-0.1, 0.1, 0.0], [0.2, 0.3, 1.2], [0.0, 0.1, 0.0], [0.0, 0.1, -0.1], [-0.1, -0.1, -0.1], [0.2, -0.1, 0.1], [0.0, 0.1, -0.1], [0.1, 0.1, 0.0], [0.0, -0.1, 0.0], [0.1, 0.1, -0.2], [-0.2, 0.1, 0.1], [0.1, -0.1, 0.0], [-0.1, 0.3, 0.0], [-0.1, 0.2, 0.1], [0.0, 0.0, 0.1], [-0.1, 0.0, -0.1], [0.0, 0.0, 0.0], [0.0, 0.0, 0.0], [0.0, 0.0, 0.0], [0.0, 0.0, 0.0], [0.0, 0.0, 0.0], [0.0, 0.0, 0.0], [0.0, 0.0, 0.0], [0.0, 0.0, 0.0], [0.0, 0.0, 0.0], [0.0, 0.0, 0.0], [0.0, 0.0, 0.0], [0.0, -0.1, 0.0], [0.0, 0.1, 0.0], [0.0, 0.0, 0.0], [0.0, 0.0, 0.0], [0.0, 0.1, -0.1], [0.0, 0.0, 0.0], [0.0, 0.0, 0.0], [0.0, 0.0, 0.0], [0.0, 0.0, 0.0], [0.0, 0.0, 0.0], [0.0, 0.0, 0.0], [0.0, 0.0, 0.0], [0.0, 0.0, 0.0], [-0.1, 0.0, 0.0], [0.1, 0.0, 0.0], [-0.1, 0.0, 0.0], [0.0, 0.0, 0.0], [0.0, 0.0, 0.0], [0.0, 0.0, 0.0], [0.0, 0.0, 0.0], [0.0, 0.0, 0.0], [0.0, 0.0, 0.0], [0.0, 0.0, 0.0], [0.0, 0.0, 0.0], [0.0, 0.0, 0.0], [0.0, 0.0, 0.0], [0.0, 0.0, 0.0], [0.0, 0.0, 0.0], [0.0, 0.0, 0.0], [0.0, 0.0, 0.0], [0.0, 0.0, 0.0], [0.0, 0.0, 0.0], [0.0, 0.0, 0.0], [0.0, 0.0, 0.0], [0.0, 0.0, 0.0], [0.0, 0.0, 0.0], [0.0, 0.0, 0.0], [0.0, 0.0, 0.0], [0.0, 0.0, 0.0], [0.0, 0.0, 0.0], [0.0, 0.0, 0.0], [0.0, 0.0, 0.0], [0.1, 0.0, 0.0], [0.0, 0.0, 0.0], [0.0, 0.0, 0.0], [0.0, 0.0, 0.0], [0.0, 0.0, 0.0], [0.0, 0.0, 0.0], [0.0, 0.0, 0.0], [0.0, 0.0, 0.0], [0.0, 0.0, 0.0], [0.0, 0.0, 0.0]]
}


(2)
{
  "formula": "C3H8O",
  "method": "wB97M-V/def2-TZVPD",
  "e_homo_ev": -10.00,
  "lumo_ev": 0.991,
  "energy_ha": -194.295296,
  "gap_ev": 10.99,
  "smiles": "CC=O.C",
  "symbols": ["C", "C", "O", "H", "H", "H", "H", "C", "H", "H", "H", "H"],
  "coordinates": [[1.733, -0.892, 0.037], [0.713, 0.291, 0.122], [0.145, 0.681, 1.097], [1.352, -1.762, 0.596], [1.903, -1.145, -1.067], [2.727, -0.832, 0.533], [0.495, 0.742, -0.843], [-2.201, 0.114, -0.912], [-2.846, 0.082, -0.011], [-3.074, 0.226, -1.658], [-1.596, 0.955, -0.895], [-1.587, -0.790, -0.916]],
  "forces_ev_per_angstrom": [[0.0, -0.4, -0.6], [1.4, -1.0, 0.0], [0.1, -0.1, 0.5], [-0.4, 0.2, -0.5], [-0.3, 0.2, 1.6], [-0.6, 1.0, -0.4], [0.0, 0.2, -0.5], [-3.6, -1.2, 0.0], [0.9, 0.1, 0.1], [2.0, -0.6, 0.3], [0.8, 1.6, 0.0], [-0.5, 0.0, -0.5]]
}


(3)
{
  "formula": "C39H25ClN8O9STi",
  "method": "wB97M-V/def2-TZVPD",
  "e_homo_ev": [0.19, -1.31],
  "charge": -2,
  "lumo_ev": [3.288, 3.287],
  "s_squared": 2.1152,
  "multiplicity": 3,
  "energy_ha": -4324.063553,
  "gap_ev": [3.10, 4.60],
  "symbols": ["Ti", "Cl", "C", "C", "C", "C", "O", "C", "C", "N", "C", "C", "C", "C", "C", "C", "C", "C", "N", "C", "C", "H", "H", "H", "H", "H", "H", "H", "H", "H", "H", "O", "C", "C", "C", "C", "C", "C", "C", "N", "C", "C", "N", "H", "H", "H", "H", "H", "H", "H", "O", "C", "O", "C", "C", "C", "C", "C", "C", "O", "N", "O", "O", "N", "O", "O", "H", "H", "N", "C", "N", "C", "C", "C", "C", "C", "C", "S", "H", "H", "H", "H", "H", "H"],
  "coordinates": [[1.113, 1.631, 0.470], [7.399, -2.104, 1.932], [5.628, -2.177, 1.681], [4.950, -3.317, 2.222], [3.801, -3.199, 3.008], [3.018, -2.019, 3.381], [2.726, -1.855, 4.578], [2.513, -1.070, 2.258], [1.702, -0.016, 2.691], [0.730, 0.418, 1.789], [-0.534, 0.813, 2.054], [-1.623, 0.294, 1.306], [-2.938, 0.730, 1.591], [-3.106, 1.723, 2.536], [-2.029, 2.345, 3.204], [-2.184, 3.680, 3.720], [-1.048, 4.466, 4.019], [0.152, 3.841, 3.744], [0.340, 2.715, 3.046], [-0.689, 1.869, 2.937], [2.704, -1.356, 0.814], [5.376, -4.320, 2.170], [3.561, -4.071, 3.613], [1.700, 0.335, 3.736], [-1.404, -0.299, 0.426], [-3.777, 0.297, 1.053], [-4.124, 2.048, 2.629], [-3.180, 4.044, 3.990], [-1.110, 5.564, 4.185], [1.099, 4.332, 3.982], [2.757, -2.449, 0.478], [-0.209, 2.929, 0.187], [-0.220, 3.769, -0.875], [-1.240, 3.744, -1.792], [-1.199, 4.724, -2.803], [-0.240, 5.729, -2.875], [0.760, 5.715, -1.908], [0.864, 4.770, -0.905], [1.884, 4.684, 0.120], [2.282, 3.531, 0.775], [3.235, 3.950, 1.672], [3.459, 5.366, 1.549], [2.468, 5.786, 0.672], [-1.999, 2.999, -1.859], [-1.986, 4.680, -3.579], [-0.386, 6.465, -3.647], [1.521, 6.468, -2.096], [3.623, 3.217, 2.364], [4.041, 5.979, 2.234], [2.496, 6.721, 0.355], [5.196, -1.281, 0.960], [2.627, -0.372, -0.184], [2.900, 0.851, 0.041], [2.345, -0.742, -1.542], [2.747, -1.942, -2.180], [1.886, -2.672, -2.956], [0.595, -2.157, -3.256], [0.217, -0.956, -2.755], [1.002, -0.228, -1.817], [0.530, 0.733, -1.065], [-1.166, -0.595, -3.119], [-1.519, 0.564, -3.309], [-1.901, -1.599, -3.188], [2.130, -4.046, -3.168], [3.343, -4.416, -3.134], [1.186, -4.787, -3.406], [3.749, -2.418, -1.998], [-0.008, -2.669, -3.996], [-7.299, -3.545, -0.205], [-6.185, -4.040, -0.737], [-5.633, -3.657, -1.915], [-4.477, -4.401, -2.156], [-3.550, -4.190, -3.229], [-2.343, -4.915, -3.211], [-2.143, -5.902, -2.303], [-2.961, -6.052, -1.199], [-4.141, -5.320, -1.181], [-5.382, -5.382, 0.087], [-7.713, -2.791, -0.712], [-7.684, -3.859, 0.640], [-3.640, -3.518, -4.060], [-1.535, -4.620, -3.928], [-1.164, -6.426, -2.209], [-2.688, -6.765, -0.446]],
  "forces_ev_per_angstrom": [[2.1, 0.2, 0.9], [1.3, -0.4, 0.3], [-1.7, 0.5, -2.4], [-0.3, 0.3, 0.4], [-0.4, 0.4, -0.1], [0.7, 0.2, -1.4], [-0.5, 0.2, -0.1], [0.4, 0.4, 0.9], [0.3, -1.8, -0.4], [1.7, -0.4, 0.1], [-0.9, -1.5, -0.8], [-1.1, 0.4, 0.5], [2.2, -0.8, -0.4], [-0.6, -0.5, 0.5], [-0.3, 1.2, -0.5], [0.5, -0.1, 0.9], [-1.3, -0.8, -0.7], [1.8, 0.9, -0.6], [0.3, -0.6, 2.0], [-2.1, 2.9, -0.3], [-1.5, -0.6, -0.8], [0.5, 0.6, 0.2], [0.0, 0.1, 0.0], [-0.3, -0.5, -0.5], [0.0, -0.3, 0.3], [0.1, 0.2, 0.0], [-0.3, 0.6, 0.5], [0.2, -0.1, -0.6], [0.1, -1.1, 0.5], [-0.2, 0.3, -0.2], [-0.2, 1.7, 0.6], [-1.2, 1.8, -1.9], [1.7, -0.3, 3.2], [0.6, 1.6, -1.8], [-0.9, -0.5, -0.2], [-1.0, -1.2, 0.7], [0.9, 1.0, -0.8], [-2.3, -1.4, -0.9], [0.0, -1.0, 1.3], [0.1, 3.3, -1.0], [0.0, 2.0, -0.7], [-1.1, -3.5, 1.3], [1.8, -1.5, 0.3], [-0.2, -0.6, 0.5], [0.4, 0.1, 0.5], [0.6, 0.3, 0.0], [0.3, 0.0, 0.6], [0.3, 0.2, -0.1], [-0.3, 0.1, -0.6], [-0.6, 0.6, -0.7], [1.0, -0.8, 1.8], [2.6, -3.9, 2.6], [-0.7, 3.9, 0.6], [-2.6, -2.0, -1.6], [1.8, 0.8, 1.4], [-2.2, 1.1, -0.1], [1.7, -1.3, -0.6], [-0.3, 1.3, 0.1], [0.7, 0.2, 0.3], [-0.7, -1.6, -2.9], [-0.7, -0.6, 0.4], [0.5, -1.2, 0.2], [0.0, 1.8, -0.3], [2.6, -0.9, -1.0], [-2.4, 0.2, 0.0], [0.4, 0.0, 0.1], [-1.2, 0.7, 0.3], [-0.1, -0.1, 0.5], [-0.3, 1.0, -1.0], [2.5, -0.6, -2.8], [-1.5, -0.7, 2.6], [0.5, 1.2, -1.2], [0.5, -1.1, 1.0], [-0.7, 1.5, -1.8], [2.3, -1.0, 2.1], [-0.8, -0.2, -0.8], [0.1, -1.0, 1.2], [0.4, 0.6, -0.7], [-0.3, 0.3, 0.0], [-0.3, -0.3, 0.9], [-0.6, 0.6, 0.2], [-0.9, -0.6, 0.6], [-0.8, 0.4, -0.6], [-0.1, -0.1, 0.4]]
}


(4)
{
  "formula": "C5H10NO2",
  "method": "wB97M-V/def2-TZVPD",
  "e_homo_ev": [4.10, -1.26],
  "charge": -2,
  "lumo_ev": [6.650, 6.592],
  "s_squared": 0.7510,
  "multiplicity": 2,
  "energy_ha": -401.642722,
  "gap_ev": [2.55, 7.85],
  "symbols": ["C", "C", "C", "C", "N", "C", "O", "O", "H", "H", "H", "H", "H", "H", "H", "H", "H", "H"],
  "coordinates": [[-1.964, -0.589, -0.373], [-0.540, -0.435, 0.145], [-0.284, 1.099, 0.193], [1.027, 1.707, 0.757], [0.287, -1.318, -0.751], [1.628, -1.487, -0.299], [2.320, -1.995, -1.234], [1.951, -1.187, 0.878], [-2.312, -1.624, -0.360], [-2.044, -0.509, -1.449], [-2.704, -0.025, 0.142], [-0.326, -0.737, 1.159], [-0.990, 1.454, 1.020], [-0.634, 1.521, -0.738], [1.168, 1.730, 1.839], [1.335, 2.600, 0.208], [1.804, 0.933, 0.612], [0.276, -1.138, -1.749]],
  "forces_ev_per_angstrom": [[0.1, -1.7, 0.2], [0.1, 0.4, -1.8], [-0.8, 0.7, 2.5], [1.5, -2.1, -1.4], [-0.2, 1.6, 2.3], [0.3, -0.9, -1.5], [0.8, 0.2, 0.7], [-0.1, -0.4, -0.4], [0.1, -0.3, 0.6], [0.2, 1.0, -0.4], [-0.6, 0.8, 0.3], [-0.3, -0.8, 0.2], [-0.1, -0.5, -1.4], [0.2, 0.4, -0.3], [-0.9, 0.8, 0.1], [-0.1, 0.2, 0.5], [0.0, 0.5, -0.6], [-0.2, 0.1, 0.3]]
}


What are the ΔE to the lowest compared entry with this formula, charge and spin values for these records? In order: 0.2943, 1.1062, 5.7979, 1.1098 eV.